Formula: C4H15NSi2
Source: the Open Molecules 2025 dataset
Level of theory: the ωB97M-V functional and the def2-TZVPD basis

Computed properties:
frontier orbital gap	0.33480	Eh
energy relative to the best compared isomer or geometry (same formula, charge and spin)	64.8	kcal/mol
LUMO	0.76	eV

Positions of all 22 atoms, in Å:
C  0.623  -1.396  -1.478
C  1.044  1.876  0.991
C  -0.748  1.269  -1.621
C  -2.463  0.238  1.053
N  0.821  -0.807  -0.123
Si  1.333  -1.894  1.141
Si  -0.149  0.608  0.119
H  1.225  -2.365  -1.405
H  -0.373  -1.561  -1.884
H  1.133  -0.710  -2.166
H  0.627  2.859  0.719
H  0.896  1.780  2.041
H  2.089  1.633  0.642
H  -1.715  0.897  -1.677
H  -0.836  2.338  -1.461
H  -0.106  1.257  -2.576
H  -2.391  0.922  1.966
H  -3.079  0.583  0.127
H  -2.650  -0.770  1.405
H  2.480  -2.779  0.401
H  0.219  -2.710  1.520
H  2.021  -1.267  2.266

Charges computed using Mulliken, reported in e: -0.94 -1.00 -1.15 -1.07 0.23 0.28 0.36 0.31 0.29 0.31 0.33 0.34 0.26 0.30 0.35 0.31 0.29 0.24 0.33 -0.12 -0.12 -0.12